ORCA calculation (the ωB97M-V functional and the def2-TZVPD basis) on an isolated molecule of C5H11N.

As for the structure (SMILES): CC[C@H]1CN1C. For the energy relative to the best compared isomer or geometry (same formula, charge and spin), the calculation gives 289.5 kJ/mol. The LUMO energy is 1.17 eV. The total energy is -6850.5284 eV.

Positions of all 17 atoms, in Å:
C: -0.02738 -1.88108 0.29568
C: -1.42762 -0.85035 -0.01435
C: -0.84114 0.53818 -0.05755
C: 0.08330 0.87613 1.05399
N: 0.58808 0.41885 -0.21455
C: 1.33546 1.33783 -1.00087
H: 1.08834 -1.67111 0.43490
H: -0.30442 -2.34642 1.22977
H: -0.03470 -2.55959 -0.55039
H: -1.99685 -1.08125 -0.95238
H: -2.22781 -0.94030 0.75900
H: -1.32015 1.36264 -0.58926
H: 0.17226 0.20177 1.90561
H: 0.28523 1.91461 1.29879
H: 1.26431 1.03107 -2.04887
H: 2.37826 1.27791 -0.67112
H: 0.98485 2.37110 -0.87842

=====

ORCA calculation (the ωB97M-V functional and the def2-TZVPD basis) on an isolated molecule of C5H11N.

As for the structure (SMILES): CCN1C[C@H]1C. For the energy relative to the best compared isomer or geometry (same formula, charge and spin), the calculation gives 125.8 kJ/mol. The LUMO energy is 1.17 eV. The total energy is -6852.2247 eV.

Positions of all 17 atoms, in Å:
C: 1.15876 1.61908 0.62579
C: 0.59645 1.26698 -0.75251
N: -0.08472 -0.02760 -0.89711
C: -1.49033 -0.10629 -0.54647
C: -0.46685 -0.81819 0.25872
C: -0.24843 -2.30807 0.17811
H: 1.55897 2.63852 0.60247
H: 0.40483 1.58438 1.42081
H: 1.97724 0.94396 0.90373
H: -0.09860 2.05286 -1.07961
H: 1.42645 1.27300 -1.47124
H: -1.96018 0.77447 -0.10015
H: -2.12352 -0.65265 -1.24718
H: -0.27549 -0.38866 1.24366
H: -0.81817 -2.82676 0.95783
H: 0.81234 -2.55158 0.30954
H: -0.56516 -2.68865 -0.79801

=====

ORCA calculation (the ωB97M-V functional and the def2-TZVPD basis) on the ion C5H11N2 with charge +1.

As for the structure (SMILES): CC1(C(N)=[NH2+])CC1. For the energy relative to the best compared isomer or geometry (same formula, charge and spin), the calculation gives 90.8 kJ/mol. As for the charge: +1. The LUMO energy is -3.45 eV. The total energy is -8336.1781 eV.

Positions of all 18 atoms, in Å:
C: -0.86629 -1.66773 0.05588
C: -0.47250 -0.21851 0.08140
C: 1.04202 0.11743 0.04482
N: 1.48835 1.35372 0.25026
N: 1.90148 -0.86730 -0.27753
C: -1.20201 0.82243 -0.77059
C: -1.29233 0.94566 0.72750
H: -0.69650 -1.83997 -0.93456
H: -1.89176 -1.68859 0.45768
H: -0.21958 -2.28394 0.72446
H: 0.79859 2.08880 0.25684
H: 2.40764 1.56759 -0.07128
H: 1.64690 -1.83750 -0.24229
H: 2.89957 -0.81356 0.04341
H: -1.83069 0.12608 -1.38138
H: -0.69652 1.64748 -1.29051
H: -0.82597 1.86454 1.01178
H: -2.19039 0.68338 1.31413

=====

ORCA calculation (the ωB97M-V functional and the def2-TZVPD basis) on the ion C5H11N2 with charge +1.

As for the structure (SMILES): C=N/C=C/CC[NH3+]. For the energy relative to the best compared isomer or geometry (same formula, charge and spin), the calculation gives 188.1 kJ/mol. As for the charge: +1. The LUMO energy is -3.59 eV. The total energy is -8335.1693 eV.

Positions of all 18 atoms, in Å:
C: -1.09091 -2.32154 -1.85996
N: -0.32871 -1.31377 -2.02830
C: 0.56285 -1.07323 -0.98255
C: 0.96365 0.18683 -0.70563
C: 1.33366 0.78862 0.61595
C: 0.23950 1.70249 1.15877
N: -1.03078 0.83492 1.29224
H: -1.14911 -2.95353 -0.97164
H: -1.66233 -2.67918 -2.70886
H: 0.89603 -1.94340 -0.39243
H: 0.90153 0.85643 -1.56707
H: 2.22067 1.40121 0.47652
H: 1.60611 -0.06304 1.26365
H: 0.54191 2.17946 2.07183
H: -0.07789 2.42751 0.40219
H: -0.78513 -0.04559 0.82247
H: -1.84148 1.25462 0.83998
H: -1.29958 0.76119 2.27284

=====

Number 1: Kohn-Sham gap 9.69 eV, highest occupied orbital energy -8.51 eV, largest force on an atom 0.044 Eh/bohr. Number 2: Kohn-Sham gap 10.00 eV, highest occupied orbital energy -8.83 eV, largest force on an atom 0.005 Eh/bohr. Number 3: Kohn-Sham gap 11.26 eV, highest occupied orbital energy -14.71 eV, largest force on an atom 0.105 Eh/bohr. Number 4: Kohn-Sham gap 9.18 eV, highest occupied orbital energy -12.77 eV, largest force on an atom 0.035 Eh/bohr.